(1)
94
Properties=species:S:1:pos:R:3:mulliken_charge:R:1 method="wB97M-V/def2-TZVPD" homo_lumo_gap_ev="6.93 / 6.93" charge=0 molar_mass_g_mol=817.07 lumo_energy_ev="-1.22 / -1.22" total_energy_ev=-65502.7697
Pd 0.612 0.323 -0.127 1.448
C 0.738 4.942 1.792 -1.566
C 0.611 3.486 2.053 0.642
C 0.050 2.899 3.171 -1.278
C 0.211 1.517 2.992 0.216
N 0.840 1.310 1.834 -0.672
N 1.058 2.495 1.242 1.759
B 1.894 2.601 -0.072 -0.695
N 1.056 2.484 -1.380 1.885
N 0.953 1.316 -2.043 -1.324
C 0.258 1.523 -3.162 -0.208
C -0.050 2.889 -3.254 -1.293
C 0.482 3.465 -2.117 0.732
C 0.451 4.908 -1.765 -1.694
C -0.018 0.428 -4.076 1.449
C 0.525 -0.836 -3.828 -0.555
C 0.313 -1.876 -4.711 -0.436
C -0.462 -1.681 -5.845 -0.631
C -1.035 -0.442 -6.081 -0.744
C -0.811 0.606 -5.207 -0.763
N 2.980 1.503 -0.064 -0.369
N 2.721 0.189 -0.072 1.097
C 3.878 -0.476 -0.073 0.212
C 4.924 0.460 -0.062 -1.393
C 4.319 1.699 -0.056 0.501
C 4.988 3.024 -0.043 -1.623
C 3.961 -1.930 -0.083 0.672
C 5.201 -2.569 -0.054 -0.600
C 5.286 -3.948 -0.060 -0.780
C 4.133 -4.716 -0.093 -0.419
C 2.896 -4.092 -0.125 -1.162
C 2.805 -2.712 -0.123 -0.263
C -0.141 0.405 3.860 0.471
C -0.687 0.609 5.127 -0.473
C -0.979 -0.466 5.945 -0.931
C -0.747 -1.760 5.510 -0.481
C -0.213 -1.977 4.249 -0.755
C 0.095 -0.905 3.435 0.399
H 0.607 5.484 2.725 0.450
H -0.023 5.280 1.092 0.148
H 1.711 5.184 1.372 0.286
H -0.417 3.405 3.992 0.522
H 2.435 3.656 -0.071 -0.184
H -0.588 3.396 -4.030 0.512
H 0.342 5.496 -2.674 0.469
H 1.357 5.207 -1.246 0.325
H -0.399 5.130 -1.121 0.195
H 1.125 -0.984 -2.933 0.757
H 0.753 -2.846 -4.522 0.401
H -0.620 -2.493 -6.541 0.387
H -1.661 -0.294 -6.951 0.389
H -1.262 1.566 -5.403 0.355
H 5.976 0.265 -0.063 0.526
H 6.065 2.878 -0.043 0.402
H 4.710 3.589 0.845 0.301
H 4.712 3.604 -0.920 0.304
H 6.108 -1.983 -0.027 0.342
H 6.256 -4.424 -0.038 0.395
H 4.204 -5.794 -0.094 0.415
H 1.998 -4.692 -0.155 0.462
H 1.832 -2.218 -0.162 0.599
H -0.867 1.613 5.480 0.352
H -1.385 -0.295 6.934 0.418
H -0.963 -2.597 6.158 0.421
H -0.026 -2.986 3.910 0.458
H 0.563 -1.060 2.465 0.300
O -1.042 -1.305 0.085 -0.557
C -2.396 -0.841 0.166 3.832
C -2.415 0.785 0.150 -0.608
O -3.475 1.322 0.385 -0.655
O -1.319 1.298 -0.127 -0.458
C -3.168 -1.166 -1.081 -0.925
C -4.545 -0.963 -1.085 -0.449
C -5.271 -1.141 -2.247 -0.877
C -4.633 -1.545 -3.412 -0.594
C -3.266 -1.762 -3.406 -0.627
C -2.531 -1.560 -2.251 -0.290
C -3.021 -1.371 1.433 -0.955
C -3.109 -0.613 2.592 0.006
C -3.661 -1.159 3.737 -1.000
C -4.088 -2.475 3.748 -0.439
C -3.962 -3.250 2.607 -0.877
C -3.432 -2.701 1.455 -0.324
H -0.839 -1.708 0.945 0.211
H -5.030 -0.625 -0.182 0.489
H -6.335 -0.949 -2.250 0.405
H -5.201 -1.682 -4.321 0.408
H -2.763 -2.071 -4.311 0.453
H -1.459 -1.691 -2.260 0.379
H -2.772 0.413 2.598 0.554
H -3.766 -0.549 4.621 0.471
H -4.519 -2.898 4.644 0.438
H -4.286 -4.281 2.606 0.430
H -3.338 -3.289 0.552 0.477



(2)
85
Properties=species:S:1:pos:R:3:mulliken_charge:R:1 method="wB97M-V/def2-TZVPD" homo_lumo_gap_ev=7.60 charge=0 smiles="CC(=O)OCCc1c(CC(C)C)cc2c(c1CCCCl)Sc1c(cc(-c3ccccn3)c(B(O)N(C)C)c1O)N2P(C)C" molar_mass_g_mol=642.01 lumo_energy_ev=0.22 total_energy_ev=-79846.3733
C -2.924 4.521 1.997 -0.922
C -3.612 4.735 0.597 0.702
O -4.396 5.650 0.532 -0.547
O -3.291 3.939 -0.488 -0.195
C -4.443 3.650 -1.306 -0.857
C -4.414 2.163 -1.917 -1.469
C -3.013 1.528 -1.558 0.541
C -1.877 1.972 -2.406 1.009
C -2.033 2.997 -3.566 -1.231
C -1.920 2.388 -5.015 0.493
C -3.142 1.466 -5.416 -1.346
C -0.519 1.700 -5.318 -1.304
C -0.578 1.411 -2.110 -0.868
C -0.312 0.469 -1.005 0.038
C -1.454 0.107 -0.196 1.205
C -2.829 0.596 -0.448 -0.002
C -4.052 0.162 0.409 -1.535
C -4.778 1.325 1.177 1.261
C -5.941 0.650 2.048 -0.667
Cl -7.560 1.190 1.331 -0.238
S -1.265 -1.001 1.226 -0.535
C 0.409 -1.640 1.007 0.724
C 1.303 -1.057 0.025 -0.960
C 2.635 -1.691 -0.088 -0.017
C 3.079 -2.797 0.734 0.512
C 4.527 -3.342 0.525 -0.403
C 5.578 -2.367 0.639 -0.299
C 6.966 -2.782 0.467 -0.593
C 7.081 -4.221 0.233 -0.337
C 5.893 -5.026 0.155 -0.315
N 4.575 -4.681 0.265 -0.467
C 2.170 -3.346 1.757 0.290
B 2.575 -4.544 2.763 0.923
O 2.286 -5.892 2.435 -0.545
N 3.220 -4.173 4.061 -0.110
C 2.245 -3.543 4.978 -0.889
C 4.290 -3.167 3.862 -0.694
C 0.846 -2.753 1.841 -0.725
O -0.080 -3.234 2.802 -0.589
N 1.069 0.064 -0.851 0.505
P 2.000 1.473 -0.277 0.183
C 2.372 1.166 1.532 -0.720
C 3.570 1.725 -1.264 -0.976
H -1.938 5.048 2.063 0.304
H -3.589 4.941 2.794 0.323
H -2.730 3.442 2.221 0.158
H -4.633 4.390 -2.120 0.490
H -5.341 3.688 -0.628 0.493
H -4.455 2.259 -3.033 0.050
H -5.245 1.526 -1.536 0.434
H -2.993 3.584 -3.522 0.070
H -1.223 3.774 -3.440 0.432
H -1.969 3.265 -5.728 0.394
H -3.161 0.494 -4.862 0.211
H -3.017 1.265 -6.519 0.452
H -4.114 2.020 -5.316 0.304
H 0.315 2.245 -4.796 0.268
H -0.346 1.813 -6.416 0.429
H -0.545 0.639 -4.973 0.278
H 0.277 1.746 -2.746 0.173
H -4.811 -0.264 -0.313 0.325
H -3.840 -0.651 1.146 0.676
H -4.131 1.890 1.890 -0.232
H -5.299 2.060 0.521 -0.459
H -5.931 -0.460 1.956 0.331
H -5.959 1.020 3.099 0.390
H 3.352 -1.298 -0.852 0.428
H 5.338 -1.304 0.858 0.263
H 7.857 -2.123 0.501 0.403
H 8.083 -4.687 0.104 0.348
H 6.061 -6.122 -0.025 0.357
H 1.309 -5.914 2.382 0.322
H 1.340 -4.165 5.190 0.279
H 2.784 -3.385 5.959 0.297
H 1.883 -2.527 4.646 0.236
H 4.820 -3.024 4.850 0.360
H 5.052 -3.552 3.139 0.220
H 3.901 -2.141 3.586 0.161
H -0.390 -4.082 2.433 0.316
H 1.451 0.827 2.078 0.232
H 3.138 0.351 1.708 0.079
H 2.816 2.105 1.943 0.464
H 3.302 2.307 -2.190 0.311
H 4.103 0.784 -1.553 0.251
H 4.221 2.426 -0.665 0.353



(3)
24
Properties=species:S:1:pos:R:3:mulliken_charge:R:1 method="wB97M-V/def2-TZVPD" homo_lumo_gap_ev=9.19 charge=0 smiles="CC1=NSN2O[C@@]2(c2ccccc2)C1" de_lowest_ev=5.208 molar_mass_g_mol=206.27 lumo_energy_ev=0.74 total_energy_ev=-26390.8293
C -1.808 1.109 -3.071 -1.263
C -1.893 0.698 -1.621 0.696
N -2.736 1.286 -0.879 -0.528
S -3.122 0.920 0.595 -0.019
N -1.779 0.111 1.269 -0.252
O -1.753 -1.308 1.155 -0.452
C -0.858 -0.551 0.333 1.180
C 0.484 -0.454 0.933 -0.173
C 0.745 0.258 2.135 -0.231
C 2.031 0.306 2.667 -0.504
C 3.099 -0.237 2.019 -0.263
C 2.927 -0.891 0.821 -0.604
C 1.594 -0.953 0.255 -0.144
C -1.091 -0.561 -1.186 -0.495
H -1.812 0.297 -3.858 0.299
H -0.940 1.713 -3.326 0.294
H -2.585 1.781 -3.455 0.389
H -0.075 0.624 2.752 0.388
H 1.971 0.699 3.706 0.290
H 4.120 -0.111 2.448 0.317
H 3.907 -1.188 0.242 0.238
H 1.462 -1.593 -0.735 0.206
H -1.817 -1.372 -1.463 0.337
H -0.074 -0.582 -1.735 0.295



(4)
27
Properties=species:S:1:pos:R:3:lowdin_spin:R:1 method="wB97M-V/def2-TZVPD" homo_lumo_gap_ev="5.46 / 5.90" s2=6.1166 charge=0 de_lowest_ev=1.746 molar_mass_g_mol=265.05 spin_multiplicity=5 lumo_energy_ev="-0.55 / -2.77" total_energy_ev=-54606.3890
N -0.948 3.412 -0.670 0.437
O -2.139 3.745 -0.810 0.276
O 0.033 4.171 -0.678 0.307
C -1.450 0.878 -1.943 0.068
C -0.786 1.240 -0.708 0.407
C 0.627 0.954 -0.507 -0.020
Fe 0.565 -0.904 0.222 2.195
C 2.031 -1.181 -0.835 -0.010
O 2.922 -1.398 -1.550 -0.026
C -0.388 -1.939 -1.088 0.051
O -0.848 -2.697 -1.805 0.005
C 1.435 -0.610 2.032 0.076
C 1.402 -1.975 1.638 0.021
C 0.024 -2.360 1.470 0.027
C -0.782 -1.225 1.775 0.082
C 0.082 -0.141 2.125 0.024
H -1.996 1.708 -2.455 0.017
H -0.726 0.426 -2.649 0.001
H -2.158 0.044 -1.773 0.023
H -1.357 1.563 0.169 0.015
H 1.227 1.033 -1.451 0.001
H 1.117 1.585 0.296 0.011
H 2.320 0.004 2.239 0.005
H 2.274 -2.639 1.505 0.000
H -0.362 -3.366 1.245 0.001
H -1.870 -1.187 1.788 0.006
H -0.250 0.858 2.417 0.001



(5)
14
Properties=species:S:1:pos:R:3:mulliken_charge:R:1 method="wB97M-V/def2-TZVPD" homo_lumo_gap_ev=10.15 charge=+1 smiles="C=[N+]=CC1CC1" de_lowest_ev=2.868 molar_mass_g_mol=82.13 lumo_energy_ev=-5.05 total_energy_ev=-6795.2208
C -2.386 1.579 -0.964 -0.128
N -1.382 0.919 -0.562 0.007
C -0.623 0.198 0.159 -0.166
C 0.697 -0.108 -0.219 -0.059
C 1.643 -0.268 0.939 -0.641
C 1.220 -1.482 0.183 -0.375
H -2.988 1.014 -1.760 0.268
H -2.605 2.612 -0.642 0.290
H -0.912 -0.201 1.119 0.370
H 1.075 0.103 -1.185 0.430
H 1.225 -0.120 1.939 0.236
H 2.626 0.097 0.857 0.275
H 1.756 -2.067 -0.634 0.251
H 0.653 -2.277 0.770 0.242



(6)
15
Properties=species:S:1:pos:R:3:mulliken_charge:R:1 method="wB97M-V/def2-TZVPD" homo_lumo_gap_ev=9.66 charge=0 de_lowest_ev=8.525 molar_mass_g_mol=117.11 lumo_energy_ev=0.00 total_energy_ev=-11782.7880
C 2.093 -0.442 0.060 -0.210
C 0.589 -0.897 -0.177 0.685
C -1.696 -0.102 -0.004 0.265
H 2.902 1.844 -0.505 0.297
H 0.746 1.414 0.011 0.375
H 2.191 -1.363 0.729 0.284
H 2.591 -0.714 -0.852 0.253
H -1.803 2.004 0.303 0.292
H -3.026 0.859 0.609 0.388
H -1.781 -1.739 0.064 0.420
N 2.080 1.012 0.322 -0.797
N -2.227 1.168 -0.349 -0.650
N -2.445 -1.044 0.351 -0.587
O 0.138 -2.041 -0.205 -0.649
O -0.352 0.040 -0.358 -0.366